# 1
Molecular formula: C20H46BClN2O8
Method: DFT, ωB97M-V/def2-TZVPD

```
! RIJCOSX wB97M-V def2-TZVPD def2/J DEFGRID3
* xyz 0 1
N 2.1343 1.8642 1.4469
C 1.3237 1.2121 0.3069
C -0.0673 2.0725 0.1958
C -0.6232 2.3051 -1.3288
B -1.3787 3.8030 -1.3208
C -2.9975 3.9449 -0.9702
C -3.3577 3.6542 0.6063
C -4.7103 2.6992 0.6305
N -4.5513 1.1800 0.4851
O -5.9603 3.2284 0.7406
C -0.3909 5.1028 -1.6840
C 0.4356 5.6729 -0.3826
O 1.7384 6.0296 -0.5017
Cl -0.3540 5.8871 1.2820
H 2.5688 2.7552 1.0941
H 1.4681 2.1694 2.2019
H 1.9889 1.2106 -0.6558
H 1.0159 0.1159 0.6432
H -0.9138 1.4949 0.8041
H 0.0881 3.1069 0.7578
H 0.2006 2.2859 -2.1662
H -1.4858 1.5366 -1.6287
H -3.6450 3.1825 -1.6213
H -3.2817 5.0755 -1.2148
H -2.4516 3.1986 1.1922
H -3.6784 4.6946 1.0740
H -3.6490 0.9815 0.9998
H -4.4023 1.0274 -0.5572
H 0.3927 4.6693 -2.4730
H -0.9622 5.9950 -2.1811
C 3.7572 -4.0835 3.8130
O 4.5178 -2.9001 4.0297
C 4.7931 -2.2007 2.8118
C 3.8658 -0.9955 2.6425
O 2.5088 -1.4074 2.4416
C 1.7271 -1.2790 3.6233
H 3.3904 -4.4369 4.7800
H 2.8985 -3.9034 3.1610
H 4.3961 -4.8570 3.3757
H 4.7256 -2.8754 1.9494
H 5.8258 -1.8430 2.8770
H 4.1653 -0.4424 1.7457
H 3.9435 -0.3126 3.4973
H 1.5015 -0.2229 3.8020
H 2.2311 -1.7026 4.4970
H 0.7876 -1.8161 3.4717
C -2.0481 -7.3720 2.4085
O -1.6269 -7.7304 3.7200
C -0.2914 -8.2444 3.7402
C 0.7017 -7.1892 4.2315
O 0.8189 -6.1102 3.2968
C 0.0827 -4.9631 3.7043
H -2.9655 -6.7839 2.4919
H -1.2972 -6.7716 1.8882
H -2.2619 -8.2764 1.8304
H -0.0048 -8.6276 2.7532
H -0.2852 -9.0858 4.4408
H 1.6932 -7.6476 4.3124
H 0.4244 -6.8161 5.2249
H 0.6066 -4.4622 4.5246
H -0.9346 -5.2176 4.0159
H 0.0233 -4.2761 2.8566
C -1.1243 2.1760 -8.0741
O -1.7088 3.3922 -7.6212
C -2.1775 3.3003 -6.2721
C -1.2036 3.9691 -5.2997
O 0.0342 3.2519 -5.2277
C 1.0623 3.8757 -5.9878
H -0.5897 2.3788 -9.0055
H -0.4150 1.7689 -7.3486
H -1.9105 1.4412 -8.2730
H -2.3607 2.2556 -5.9919
H -3.1345 3.8307 -6.2311
H -1.6393 3.9512 -4.2949
H -1.0313 5.0180 -5.5702
H 1.4164 4.7691 -5.4638
H 0.7239 4.1457 -6.9924
H 1.8937 3.1724 -6.0801
*
```

Output
Lowest unoccupied orbital energy (hartree): -0.01935
Highest occupied orbital energy (eV): -9.100
E_tot (eV): -54035.926
Structure (SMILES): NCCCB(CCC(N)=O)CC(=O)Cl.COCCOC.COCCOC.COCCOC



# 2
Molecular formula: C6H20NO6
Method: DFT, ωB97M-V/def2-TZVPD

```
! RIJCOSX wB97M-V def2-TZVPD def2/J DEFGRID3
* xyz -1 1
C 1.3888 -0.6665 -1.6207
O 0.2868 -1.4948 -1.7399
C 2.5568 -1.5266 -1.0064
C 3.2552 -0.9506 0.2248
C 2.3048 -0.5265 1.2801
C 1.0574 -0.8907 1.5318
N 0.6294 -0.6826 2.8396
C -0.4123 -0.0950 3.2445
H 1.3224 0.4147 -1.2646
H 1.7313 -0.5391 -2.6552
H 3.4079 -1.6004 -1.8566
H 1.9526 -2.5115 -1.0215
H 4.0548 -1.7279 0.5007
H 3.8343 -0.0560 -0.1038
H 2.6710 0.2185 1.8196
H 0.3121 -1.4851 1.0428
H -1.1140 0.4659 2.6247
H -0.5656 0.1419 4.2889
H -1.8619 0.3091 -0.2027
H -2.6156 1.3711 1.2019
O -2.2999 1.6162 0.3524
H 0.8989 2.4387 0.8909
H -0.1487 1.5201 0.6207
O 0.4440 1.8863 1.3513
H -1.7430 -1.3347 0.1198
H -0.6490 -1.0696 -1.3816
O -1.8450 -0.6714 -0.5435
H -1.8253 2.1436 -2.1540
H -1.2027 0.8360 -2.6253
O -1.1941 1.7594 -2.7337
H -3.3218 1.5438 -1.0350
H -3.4503 0.0297 -1.3849
O -3.7665 0.8548 -1.5898
*
```

Output
Energy relative to the best compared isomer or geometry (same formula, charge and spin) (kJ/mol): 274.66
Lowest unoccupied orbital energy (hartree): 0.12285
Highest occupied orbital energy (eV): -5.197
E_tot (eV): -20318.820



# 3
Molecular formula: C19H21BNOPt
Method: DFT, ωB97M-V/def2-TZVPD

```
! RIJCOSX wB97M-V def2-TZVPD def2/J DEFGRID3
* xyz -1 3
C 0.4527 -1.7267 1.6069
C -0.9575 -1.9560 1.0899
C -0.8303 -2.2160 -0.2895
H -1.8389 -1.7502 1.7040
C 0.5935 -2.1774 -0.6514
C 1.3793 -1.8227 0.4816
H 2.4565 -1.7654 0.6041
H 0.8186 -1.6678 2.6663
H -1.6583 -2.4598 -0.9347
H 0.9806 -2.4319 -1.6240
C -1.0135 2.1324 0.2236
C -0.7217 1.9413 1.6011
C 0.8239 1.5649 1.6634
H -1.4224 1.5618 2.3727
C 1.3339 1.8459 0.3011
C 0.2334 2.2375 -0.5163
H 0.2930 2.6159 -1.5203
H -2.0165 2.3740 -0.0854
H 1.5269 1.3351 2.4978
H 2.3986 1.8875 0.0951
Pt -0.0073 -0.0495 0.0516
O -0.3009 -0.1345 -3.9474
C -1.4500 -0.8973 -4.4234
C -0.0885 -0.9141 -5.1871
H -1.6851 -1.8073 -3.8409
H -2.2684 -0.3230 -4.9034
H 0.5135 -1.8334 -5.0614
H 0.8073 -1.9345 -7.4871
C 0.5525 -0.8770 -7.5991
C 0.0577 -0.1960 -6.4531
C -0.2792 1.1760 -6.5555
H -0.6314 1.7176 -5.6688
C -0.1200 1.8379 -7.7769
H -0.3698 2.8994 -7.8490
C 0.3589 1.1539 -8.9055
H 0.4789 1.6733 -9.8598
C 0.6933 -0.2074 -8.8054
H 1.0712 -0.7515 -9.6698
B -0.0079 0.0080 4.7678
C -0.0979 -0.0679 3.3755
N -0.0554 0.0002 2.1517
H -0.9845 0.5876 5.2418
H 0.9991 0.5588 5.2398
H -0.0176 -1.1399 5.2419
*
```

Output
Energy relative to the best compared isomer or geometry (same formula, charge and spin) (kJ/mol): 750.64
⟨S²⟩: 2.055
Lowest unoccupied orbital energy (spin up / spin down) (hartree): 0.08756 / 0.08755
Highest occupied orbital energy (spin up / spin down) (eV): -2.078 / -2.195
E_tot (eV): -27492.039



# 4
Molecular formula: C25H32Br2N2OS7SiTa
Method: DFT, ωB97M-V/def2-TZVPD

```
! RIJCOSX wB97M-V def2-TZVPD def2/J DEFGRID3
* xyz 1 1
Ta -0.3376 0.0261 -0.1295
S -0.5221 -0.6287 2.1958
S -2.2803 0.3564 2.6175
S -1.4950 2.2401 2.6849
S -0.6277 2.3145 0.7894
C 1.6416 0.1158 -3.7292
C 2.4628 0.5077 -2.5062
S 1.6972 1.4511 -1.1600
C 1.2049 3.0231 -1.8955
C 0.0415 2.9760 -2.8690
S -1.4087 2.1081 -2.2089
C -2.0041 1.3667 -3.7356
C -1.0726 0.3631 -4.4278
S 0.0206 -0.6142 -3.3554
H 2.2318 -0.6129 -4.2868
H 1.4973 0.9684 -4.3881
H 3.3450 1.0690 -2.8204
H 2.8364 -0.3834 -2.0028
H 2.0867 3.4529 -2.3736
H 0.9712 3.6518 -1.0359
H 0.3373 2.4977 -3.7980
H -0.2477 3.9994 -3.1120
H -2.2513 2.1700 -4.4324
H -2.9432 0.8950 -3.4590
H -0.4423 0.8564 -5.1665
H -1.6868 -0.3448 -4.9847
C 2.2352 1.7659 3.0311
C 2.8923 0.5523 2.4592
C 4.1054 0.0642 3.0117
C 4.6990 -1.0474 2.4965
C 4.0810 -1.7211 1.4162
C 4.5901 -2.8718 0.7604
Br 6.2147 -3.6422 1.3307
C 3.9333 -3.4349 -0.2952
C 2.7066 -2.8975 -0.7391
Br 1.8660 -3.6644 -2.2307
C 2.1622 -1.8157 -0.0986
O 0.9764 -1.2878 -0.4499
C 2.8651 -1.1817 0.9593
N 2.3029 -0.0573 1.4557
H 2.9654 2.4385 3.4772
H 1.5286 1.4641 3.8086
H 1.6697 2.2862 2.2614
H 4.5511 0.5967 3.8405
H 5.6297 -1.4214 2.8994
H 4.3405 -4.3008 -0.7967
C -2.0914 -3.6283 -2.1287
Si -2.1298 -2.7381 -0.4709
C -0.7714 -3.5687 0.5046
C -3.7310 -2.9821 0.4526
N -1.9671 -0.9060 -0.6743
C -3.1909 -0.3190 -1.1408
C -3.6999 0.8520 -0.5835
C -4.8769 1.4103 -1.0646
C -5.5845 0.8027 -2.0876
C -5.0918 -0.3697 -2.6427
C -3.9037 -0.9177 -2.1852
H -1.6764 -4.6225 -1.9434
H -1.4247 -3.1358 -2.8404
H -3.0629 -3.7712 -2.5997
H -1.1600 -4.5871 0.6257
H -0.5811 -3.1782 1.4983
H 0.1612 -3.6624 -0.0453
H -3.8978 -4.0555 0.5707
H -4.6050 -2.5536 -0.0341
H -3.6536 -2.5524 1.4547
H -3.1827 1.3318 0.2338
H -5.2432 2.3250 -0.6172
H -6.5087 1.2338 -2.4471
H -5.6277 -0.8610 -3.4445
H -3.5257 -1.8082 -2.6609
*
```

Output
Energy relative to the best compared isomer or geometry (same formula, charge and spin) (kJ/mol): 1.84
Lowest unoccupied orbital energy (hartree): -0.14247
Highest occupied orbital energy (eV): -10.575
E_tot (eV): -256833.746